Below is a cluster of 3 separate species, C4H15NO2 in total in a non-equilibrium geometry, with properties calculated with wB97M-V/def2-TZVPD.

For the HOMO energy, the calculation gives -9.223 eV. Its LUMO energy is 0.79 eV. As for the SMILES: CC(C)CN.O.O. The value obtained for the HOMO-LUMO gap is 10.01 eV. Its total energy is -9975.8984 eV.

Structure (XYZ):
```
22
Properties=species:S:1:pos:R:3:nbo_charge:R:1
C -0.429 1.517 -0.032 -0.61
C -1.025 0.573 1.010 -0.21
C -0.678 1.011 2.453 -0.60
C -0.881 -0.931 0.836 -0.22
N -1.484 -1.425 -0.401 -0.83
H 0.656 1.549 0.076 0.20
H -0.650 1.094 -1.014 0.21
H -0.894 2.485 0.110 0.21
H -2.125 0.695 1.044 0.18
H -1.432 0.660 3.155 0.21
H -0.766 2.100 2.495 0.20
H 0.353 0.782 2.726 0.20
H 0.202 -1.124 0.774 0.18
H -1.178 -1.498 1.712 0.18
H -2.049 -2.246 -0.254 0.36
H -2.155 -0.736 -0.735 0.34
O 3.308 0.715 -1.970 -0.93
H 2.437 1.054 -2.179 0.46
H 3.554 1.190 -1.179 0.47
O 2.005 -2.503 -2.637 -0.95
H 1.911 -1.786 -3.250 0.47
H 1.321 -3.176 -2.739 0.47
```